ORCA calculation (the ωB97M-V functional and the def2-TZVPD basis) on a molecular structure, C8H17Cl2NO3PYb.

Summary:
HOMO level (spin up / spin down) (eV): -15.788 / -15.788
2S+1: 2
Orbital gap (spin up / spin down) (eV): 6.84 / 6.84
E_LUMO (spin up / spin down) (eV): -8.9 / -9.0
Energy relative to the best compared isomer or geometry (same formula, charge and spin) (kcal per mole): 0.0
Net charge: +2
Expectation value of S²: 0.75

```
33
Properties=species:S:1:pos:R:3:nbo_charge:R:1
C 1.0195 1.1322 -2.8748 -0.86
C 1.2812 1.4214 -1.5228 0.96
H 1.8524 1.4547 -3.5339 0.37
H 0.0578 1.6098 -3.1708 0.36
H 0.8504 0.0374 -2.9604 0.36
O 1.5860 1.9569 -0.5299 -0.25
Cl -1.4650 -1.1133 -2.4251 -0.60
Yb -1.5802 -0.3793 0.0008 1.78
P 1.3851 -1.7218 -0.0959 0.80
C 2.6754 -1.8850 1.1900 -0.94
C 0.4812 -3.2911 0.2227 -0.93
H 1.6715 -2.3241 -2.4092 0.25
H 2.9072 -3.1239 -1.3578 0.27
H 3.0707 -1.3828 -1.8017 0.23
C 2.3623 -2.1910 -1.5652 -0.94
H -0.4273 -3.3107 -0.3974 0.24
H 1.1260 -4.1380 -0.0456 0.27
H 3.2872 -2.7841 0.9999 0.27
H 2.1943 -1.9602 2.1784 0.26
H 0.1920 -3.3363 1.2802 0.27
H 3.3221 -0.9921 1.1786 0.25
C 0.3844 0.3476 1.3683 0.42
O 0.9995 0.8554 2.1978 -0.44
Cl -1.7154 -1.1023 2.4248 -0.55
C -3.4333 3.7627 0.6727 -0.71
C -2.7473 2.4921 1.0734 0.74
N -2.7653 2.0967 2.3512 -0.73
O -2.1688 1.7703 0.2035 -0.81
H -3.9681 4.1918 1.5261 0.25
H -4.1359 3.5439 -0.1412 0.28
H -2.7150 4.4994 0.2880 0.27
H -2.3579 1.1971 2.6303 0.43
H -3.2266 2.6666 3.0450 0.44
```

ORCA calculation (the ωB97M-V functional and the def2-TZVPD basis) on 4 unconnected molecules or ions with the total composition C8H17Cl6NO.

Summary:
HOMO level (eV): -9.680
Orbital gap (eV): 10.22
E_LUMO (eV): 0.5

```
33
Properties=species:S:1:pos:R:3:nbo_charge:R:1
C 3.2337 -11.4560 10.5558 -0.71
C 2.3840 -12.6220 11.0100 0.67
N 2.2992 -13.6553 10.1244 -0.83
O 1.8176 -12.6371 12.0818 -0.61
H 3.3242 -11.4325 9.4681 0.20
H 4.2316 -11.5881 10.9701 0.24
H 2.7879 -10.5335 10.9123 0.24
H 2.6514 -13.5799 9.1876 0.39
H 1.8263 -14.5029 10.3875 0.40
Cl 1.2022 -12.9207 6.6091 -0.07
C -0.0231 -12.4772 5.4090 -0.39
C 0.3555 -12.8367 3.9974 -0.38
Cl 0.6097 -14.5867 3.7716 -0.06
H -0.1748 -11.3997 5.4603 0.24
H -0.9614 -12.9584 5.6780 0.22
H 1.2738 -12.3426 3.6947 0.22
H -0.4624 -12.5549 3.3390 0.23
Cl 4.4477 -7.9773 8.4559 -0.07
C 2.6933 -8.0320 8.1288 -0.39
C 2.3725 -9.2050 7.2503 -0.36
Cl 0.6111 -9.0975 6.8531 -0.09
H 2.4094 -7.0906 7.6724 0.24
H 2.1895 -8.1482 9.0844 0.22
H 2.5051 -10.1522 7.7621 0.22
H 2.9014 -9.2125 6.3039 0.22
Cl 0.3219 -5.1572 8.3467 -0.05
C 0.7892 -3.7275 7.4020 -0.39
C 0.7242 -3.9538 5.9183 -0.39
Cl 1.8733 -5.1925 5.3814 -0.06
H 1.8009 -3.4422 7.6839 0.22
H 0.1318 -2.9013 7.6727 0.23
H 1.0107 -3.0316 5.4133 0.22
H -0.2699 -4.2389 5.5865 0.22
```

ORCA calculation (the ωB97M-V functional and the def2-TZVPD basis) on a molecular structure, C8H17ClEuGaO3.

Summary:
HOMO level (spin up / spin down) (eV): -12.241 / -12.245
2S+1: 8
Orbital gap (spin up / spin down) (eV): 7.30 / 7.39
E_LUMO (spin up / spin down) (eV): -4.9 / -4.9
Net charge: +1
Expectation value of S²: 15.76

```
31
Properties=species:S:1:pos:R:3:lowdin_spin:R:1
C 3.4764 -0.7590 0.0421 0.00
C 3.9030 0.4906 -0.6713 0.00
C 2.5502 1.3079 -0.8720 0.00
O 1.5838 0.8258 0.1121 -0.02
Ga -0.3060 0.5644 -0.2891 0.00
C -1.2670 2.0906 0.6414 0.00
C -2.6477 1.7971 0.9879 0.00
O -3.0008 1.6300 2.1071 0.00
O -3.5380 1.7595 -0.0324 0.00
C -0.6413 -1.1721 0.7559 -0.01
C -1.9412 -1.8768 0.4293 0.00
C -2.4724 -1.6533 -0.9546 0.00
Cl -1.6928 -3.6466 0.6174 0.00
H 2.9844 -0.3934 0.9019 0.00
H 2.8414 -1.3829 -0.5514 0.00
H 4.3148 -1.3675 0.3439 0.00
H 4.5627 1.1336 -0.1258 0.00
H 4.3951 0.1547 -1.5624 0.00
H 2.7093 2.3313 -0.5910 0.00
H 2.2115 1.2577 -1.8835 0.00
H -0.5501 0.4539 -1.8375 0.00
H -0.7540 2.3151 1.5577 0.00
H -1.2513 2.9503 -0.0043 0.00
H -3.8640 0.8688 -0.1480 0.00
H -0.6809 -0.8762 1.8067 0.00
H 0.2112 -1.8237 0.6327 0.00
H -2.6780 -1.5407 1.1345 0.00
H -3.3373 -2.2760 -1.0744 0.00
H -2.7954 -0.6408 -1.1185 0.00
H -1.7621 -1.9362 -1.7035 0.00
Eu 1.6920 -0.3092 2.0011 7.04
```

ORCA calculation (the ωB97M-V functional and the def2-TZVPD basis) on a single C8H17ClO2S molecule.

Summary:
HOMO level (eV): -10.338
Orbital gap (eV): 10.47
E_LUMO (eV): 0.1
Energy relative to the best compared isomer or geometry (same formula, charge and spin) (kcal per mole): 53.1

```
29
Properties=species:S:1:pos:R:3:nbo_charge:R:1
C 2.1254 -2.7944 0.0902 -0.62
C 2.2654 -1.1931 -0.2604 -0.42
C 1.8689 -0.1969 0.7708 -0.42
C 1.7881 1.1952 0.1033 -0.41
C 0.3860 1.3756 -0.4951 -0.38
C -0.6670 1.5999 0.5460 -0.43
C -2.0200 1.7255 0.0600 -0.40
C -2.5184 0.5710 -0.8042 -0.62
S -3.0967 -0.8289 0.2021 2.06
O -3.0174 -0.5492 1.6500 -0.85
O -4.0973 -1.5714 -0.5419 -0.85
Cl -1.3272 -2.0365 0.0179 -0.32
H 2.2278 -3.3882 -0.9094 0.21
H 1.1972 -3.1602 0.5088 0.21
H 3.0913 -3.1802 0.6638 0.21
H 1.5369 -0.9237 -1.1990 0.20
H 3.3682 -1.0498 -0.7132 0.21
H 0.7345 -0.3269 1.2672 0.20
H 2.4459 -0.1573 1.8267 0.21
H 1.7077 1.9805 0.8409 0.21
H 2.6049 1.2097 -0.6730 0.22
H 0.4094 2.3170 -1.0497 0.20
H -0.0106 0.5777 -1.2073 0.19
H -0.5583 0.7519 1.2483 0.21
H -0.4347 2.4622 1.0120 0.21
H -1.9940 2.4828 -0.7680 0.21
H -2.7608 2.0133 0.8641 0.24
H -1.8549 0.1729 -1.4899 0.25
H -3.4002 0.9216 -1.5608 0.27
```

ORCA calculation (the ωB97M-V functional and the def2-TZVPD basis) on a single C8H17F2NO2Si molecule.

Summary:
HOMO level (eV): -9.993
Orbital gap (eV): 10.55
E_LUMO (eV): 0.6

```
31
Properties=species:S:1:pos:R:3:nbo_charge:R:1
C -3.7846 -0.9422 -0.0772 -0.60
C -2.9210 -1.4911 -1.2189 -0.52
C -1.5503 -0.8655 -1.3809 0.82
O -1.2556 -0.1645 -2.2965 -0.54
O -0.5819 -1.2393 -0.4910 -0.56
C -0.7548 -1.0414 0.9326 -0.06
C 0.6277 -0.8033 1.5426 -0.95
Si 2.0693 -0.7558 0.3359 2.08
N 3.5751 -0.7979 1.1951 -1.30
F 2.0756 -2.1042 -0.5430 -0.64
C 2.0587 0.7538 -0.7556 -0.94
C 0.9152 1.7746 -0.5652 -0.44
C 1.4182 3.1652 -0.2135 0.07
F 0.5161 4.1265 -0.6570 -0.37
H -3.3939 -1.1847 0.9099 0.20
H -4.7853 -1.3712 -0.1487 0.22
H -3.8854 0.1431 -0.1523 0.21
H -3.4285 -1.3048 -2.1659 0.23
H -2.7899 -2.5718 -1.1127 0.23
H -1.2464 -1.9105 1.3740 0.18
H -1.3966 -0.1701 1.0861 0.18
H 0.8643 -1.5463 2.3117 0.24
H 0.6355 0.1660 2.0566 0.24
H 3.6816 -1.5705 1.8422 0.39
H 3.7955 0.0581 1.6909 0.38
H 3.0322 1.2400 -0.6049 0.23
H 2.0675 0.4098 -1.7938 0.27
H 0.2131 1.4464 0.2060 0.19
H 0.3280 1.8640 -1.4785 0.24
H 1.5233 3.3113 0.8656 0.15
H 2.3772 3.3759 -0.6937 0.16
```

ORCA calculation (the ωB97M-V functional and the def2-TZVPD basis) on a gas-phase ion, C8H17FN (charge +1).

Summary:
HOMO level (spin up / spin down) (eV): -12.323 / -12.323
Orbital gap (spin up / spin down) (eV): 9.16 / 9.16
E_LUMO (spin up / spin down) (eV): -3.2 / -3.2
Energy relative to the best compared isomer or geometry (same formula, charge and spin) (kcal per mole): 89.5
Net charge: +1

```
27
Properties=species:S:1:pos:R:3:nbo_charge:R:1
C -2.4167 -1.6678 -0.1366 -0.59
C -2.1867 -0.2974 -1.0526 -0.55
C -1.6298 0.7239 -0.2184 0.52
F -2.3864 1.4988 0.5241 -0.29
C -0.0793 0.8902 0.1321 0.01
C 0.2276 1.9202 1.1295 -0.68
N 0.9257 0.1299 -0.5768 -0.40
C 1.6876 0.9007 -1.6956 -0.39
C 1.8733 -0.3860 0.4254 -0.21
C 1.0638 -1.4036 1.2979 -0.64
H -3.1033 -2.4213 -0.5597 0.24
H -1.4741 -2.2415 0.1241 0.20
H -2.8032 -1.3397 0.8137 0.22
H -3.1818 0.0932 -1.4680 0.27
H -1.6377 -0.5820 -1.9359 0.24
H -0.5132 2.6846 1.2192 0.28
H 0.4849 1.3054 2.1120 0.23
H 1.2248 2.4336 0.8235 0.22
H 0.4673 -0.7902 -0.7721 0.46
H 2.1041 1.9670 -1.2989 0.24
H 2.5683 0.3191 -1.8907 0.22
H 1.2130 1.1582 -2.5272 0.23
H 2.7109 -0.7379 -0.0444 0.22
H 2.0429 0.5172 1.0223 0.22
H 1.6912 -1.4495 2.2037 0.25
H 0.1669 -0.9090 1.5263 0.23
H 0.9597 -2.3161 0.8230 0.22
```

| no. | electronic energy (eV) | largest force on an atom (eV Å⁻¹) |
| --- | --- | --- |
| 1 | -82054.9251 | 6.40 |
| 2 | -87245.2599 | 0.64 |
| 3 | -98933.0057 | 5.05 |
| 4 | -36021.3219 | 4.81 |
| 5 | -27472.4731 | 0.79 |
| 6 | -12768.9796 | 9.47 |